# 1
ORCA calculation (ωB97M-V/def2-TZVPD) on a 14-piece molecular cluster, C60H111F4N3O22 overall in a non-equilibrium geometry.

Computed properties:
- Orbital gap: 8.4 eV
- Multiplicity: 1
- Charge: 0

XYZ file:
```
200
C60H111F4N3O22 | OMol25 | ωB97M-V/def2-TZVPD
H -0.623 12.522 12.618
C -1.507 -11.704 -10.295
H -0.866 -2.247 2.281
H 4.789 -9.768 -3.238
C 0.593 -3.065 -0.226
N 0.659 -0.553 -0.313
O 5.954 -1.622 -12.645
H 2.907 -1.498 -13.402
C -8.452 5.039 5.238
C 4.049 -0.862 -11.577
H 2.063 1.621 0.552
N 5.142 -0.532 -12.473
F -3.641 -11.845 -9.574
C -3.811 -1.534 10.550
H -2.965 -1.914 9.977
H -1.205 -2.895 -2.107
C 3.994 -2.482 9.315
H 2.088 11.189 13.026
H 3.598 -2.852 -12.514
C 5.945 0.732 -12.258
H -1.600 -12.767 -10.517
C -1.210 -10.599 -8.375
C 5.534 -2.567 9.396
C 0.303 8.954 9.312
O 2.354 11.907 10.119
H -2.656 3.231 -4.577
H -2.234 -1.463 2.212
H 5.985 -2.475 8.408
C -0.005 12.456 11.722
C 1.088 1.444 1.006
H 3.635 -4.652 9.487
H -1.437 10.671 10.384
H -1.383 -1.086 12.529
C 0.791 -0.018 1.051
C 6.413 -9.816 -4.555
H -1.170 0.761 1.649
N 1.332 10.949 10.165
C 6.806 0.811 -11.006
H 3.585 9.220 10.220
H -0.278 0.061 2.924
H 2.135 9.030 7.433
C 10.474 -2.621 -1.080
H -7.411 3.048 6.941
C 7.574 -9.488 -2.660
H -7.730 -10.643 -2.016
O 6.481 -8.675 -2.565
H -3.982 4.257 -3.965
H -2.942 2.864 -7.398
O -12.686 0.069 -1.213
H 2.983 11.498 10.717
H 0.548 7.927 9.041
O -9.549 -4.867 6.348
C 4.899 1.937 -12.107
H -4.436 -2.320 10.975
C -12.204 0.316 -2.309
H 10.029 -0.777 -3.926
H 4.932 4.779 -3.960
H 3.169 10.339 8.066
C -0.514 -0.082 1.869
H 2.227 -3.796 9.218
H 4.374 7.392 -4.312
H 5.831 -3.486 9.902
H -6.689 -8.369 -1.694
C -3.281 4.100 -4.784
H 1.581 10.700 7.475
F 6.123 5.904 -4.890
O -6.248 -11.005 -0.572
H -9.449 5.432 5.438
H 2.318 8.510 11.155
H 5.763 -1.915 -13.539
O -0.711 -11.568 -9.102
H -10.291 0.530 -3.431
C 3.126 0.344 -11.378
H -9.275 -4.666 3.274
H 0.051 -1.801 -2.723
C -3.216 -0.559 11.585
O 7.481 -10.297 -3.779
H 2.899 -0.626 1.347
F -6.039 -11.322 -2.684
H -8.024 5.480 4.338
O 6.914 6.824 -0.867
O 1.698 -0.316 -1.249
H 2.401 -0.915 -0.987
H 1.590 -3.026 -0.665
C 3.750 1.719 -11.119
H 9.688 0.171 -2.602
H -0.507 12.841 10.834
H -1.578 8.497 10.336
H 3.003 2.509 -11.203
H -0.125 8.168 11.346
H -2.863 -2.065 12.951
C 0.499 11.014 11.404
C -1.538 -1.790 0.243
O -0.695 -10.142 -7.322
H -2.677 5.000 -4.898
C -8.221 3.528 5.109
H 2.666 0.074 -10.427
H -0.305 9.323 8.486
O 6.351 5.570 -2.626
H -5.774 -9.109 -2.978
H 2.128 -0.087 2.810
H -10.263 -3.615 4.313
H 7.479 0.192 -13.501
H -12.401 1.268 -4.222
F 6.778 -8.987 -5.533
C -10.056 -4.648 4.034
C 4.397 -1.410 -10.191
C 2.152 9.949 8.020
C 2.609 8.744 10.131
H 1.769 -1.680 2.140
O -4.396 -10.722 0.678
H 11.325 -1.982 -0.844
C 5.541 5.659 -3.753
H 9.908 -2.770 -0.161
C 1.203 10.619 12.742
H 5.866 -1.679 9.934
C -0.213 -1.780 -0.527
H 4.361 1.918 -13.054
H 6.408 0.926 -14.510
H -4.438 -0.898 9.925
H -2.632 -0.500 13.692
H 5.130 -2.200 -10.358
C 3.135 -1.871 -12.404
H 10.842 -3.575 -1.458
H 0.665 -3.210 0.852
H 1.688 9.657 12.572
C -13.036 0.959 -3.391
H -2.758 4.638 -7.295
H 7.249 1.996 -13.423
O -3.317 0.649 11.460
O 8.466 -9.427 -1.801
H -1.303 -1.055 -2.226
C -6.054 -9.223 -1.931
H 11.350 -0.484 -2.658
H 7.567 0.038 -10.900
H 0.459 10.564 13.537
H 3.729 6.420 -2.974
H 0.163 -3.973 -0.648
H 5.782 -10.620 -4.936
C 9.661 -1.865 -2.137
H -8.628 -7.200 4.512
C -3.467 3.810 -7.264
H 5.369 2.920 -12.099
H 2.329 0.370 -12.121
H -9.329 -7.389 6.144
H -0.909 -11.136 -11.008
C 3.289 -3.755 8.973
C -8.268 2.731 6.347
C 10.301 -0.688 -2.874
C -1.282 -1.438 1.682
C -2.443 -1.073 12.784
H 2.220 -2.190 -11.905
H -2.270 -1.089 -0.157
H 3.539 -1.962 -9.807
O -5.384 3.836 -5.961
H 0.399 1.985 0.356
C -0.572 8.824 10.600
H -3.082 -10.423 -10.883
H -13.739 0.258 -3.841
O 3.388 -1.414 9.547
C 1.951 -0.637 1.885
H 4.736 -0.734 -9.406
H 5.033 -8.222 -4.059
C -0.775 10.211 11.118
H 0.877 13.070 11.901
C 6.234 6.619 -1.847
C -9.458 -6.929 5.165
H -13.541 1.841 -2.998
C -6.662 -10.590 -1.807
H 6.251 0.728 -10.072
H -10.963 -5.049 3.581
C -10.778 -0.062 -2.657
H -4.053 3.995 -8.165
C 4.637 6.831 -3.416
C 6.770 1.019 -13.486
C -5.115 -10.381 -0.260
C -2.761 -10.946 -9.982
O -2.291 -10.097 -9.007
H -7.850 5.250 6.122
C -9.694 -5.437 5.285
O 8.494 -2.192 -2.368
O -7.912 3.068 4.018
H -8.258 1.658 6.158
H 7.337 1.763 -11.024
C -0.715 -1.933 -1.959
C -4.174 3.919 -5.988
H 2.768 7.813 9.587
C 5.538 -9.035 -3.538
H 3.486 -3.918 7.913
H -10.360 -7.327 4.699
H -10.142 0.010 -1.774
H -9.222 2.866 6.858
C 1.601 9.699 9.441
O 5.345 7.434 -2.360
H 4.118 1.850 -10.101
H 1.093 1.971 1.960
O -4.904 -9.491 -1.065
H -10.797 -1.086 -3.028
H -2.138 -2.698 0.283
H -1.271 10.040 12.074
```

Löwdin atomic charge list, values in e, 5 entries: number 1, H, carries 0.084; number 2, C, carries -0.036; number 3, H, carries 0.102; number 4, H, carries 0.134; number 5, C, carries -0.030

# 2
ORCA calculation (ωB97M-V/def2-TZVPD) on C20H27N3O4PPtS as an isolated structure in a non-equilibrium geometry.

Computed properties:
- Relative energy (zero: lowest compared OMol25 entry of this formula, charge and spin): 1.194 eV
- Orbital gap (alpha / beta): 5.8 / 6.5 eV
- ⟨S²⟩: 0.75
- Multiplicity: 2
- Charge: 0

XYZ file:
```
57
C20H27N3O4PPtS | OMol25 | ωB97M-V/def2-TZVPD
N -2.181 -2.028 0.567
H -1.245 1.994 -1.256
N -2.496 0.672 1.105
H 5.100 2.512 -0.522
S 1.200 -2.689 0.926
C 4.246 2.562 0.155
H -0.643 3.841 2.292
C -3.144 -4.215 0.381
C -0.241 1.848 -1.665
H -5.018 1.501 0.936
C 0.022 2.808 -2.806
P 0.820 1.144 0.654
C 4.243 -2.762 -2.380
H -1.049 -3.728 0.481
O 0.155 2.042 1.822
H -6.748 -2.353 0.271
H -2.961 -5.279 0.331
H -0.689 2.631 -3.613
H 0.514 3.890 0.950
H 3.620 3.409 -0.127
C -6.018 -0.372 0.560
C -5.877 -1.726 0.416
H 4.059 0.418 0.351
H 1.462 4.912 3.025
C 1.424 3.829 2.904
C 0.316 3.460 1.935
C -4.601 -2.324 0.451
H 1.241 3.370 3.876
H -0.151 0.812 -1.997
H -2.697 1.663 1.066
C -2.062 -3.345 0.472
H -0.083 3.840 -2.468
C -4.417 -3.713 0.336
O 0.739 2.101 -0.647
H 2.382 3.477 2.528
C -3.448 -1.503 0.616
H 3.440 -0.813 -2.836
C 2.275 -2.743 -0.423
H -5.275 -4.366 0.244
H -7.002 0.075 0.525
N 2.398 -1.700 -1.304
H -2.090 0.465 2.011
H 4.744 -4.739 -1.662
H 4.610 2.715 1.172
Pt -0.385 -0.819 0.447
C 3.393 -1.702 -2.225
C -3.636 -0.116 0.840
H 1.034 2.671 -3.187
O 1.567 -0.695 -1.299
H 5.005 -2.723 -3.146
C 4.101 -3.877 -1.556
H 2.978 -4.678 0.088
C 3.441 1.278 0.081
H 3.039 1.127 -0.920
O 2.366 1.358 1.023
C -4.898 0.435 0.789
C 3.121 -3.847 -0.587
```

Löwdin atomic charge list, values in e, 5 entries: number 1, N, carries -0.049; number 2, H, carries 0.101; number 3, N, carries 0.043; number 4, H, carries 0.075; number 5, S, carries 0.588

# 3
ORCA calculation (ωB97M-V/def2-TZVPD) on C16H22CoN5O5S as an isolated structure.

Computed properties:
- Relative energy (zero: lowest compared OMol25 entry of this formula, charge and spin): 0.000 eV
- Orbital gap (alpha / beta): 7.4 / 7.4 eV
- ⟨S²⟩: 3.76
- Multiplicity: 4
- Charge: -1

XYZ file:
```
50
C16H22CoN5O5S | OMol25 | ωB97M-V/def2-TZVPD
H -3.154 -3.264 1.042
O 2.576 -0.298 -0.557
C 0.061 0.892 3.627
H 0.840 1.721 -3.652
C -1.210 1.835 -3.056
C -2.095 -1.601 1.304
N -0.614 0.040 1.427
H 1.706 4.973 -0.798
C -1.903 -3.609 3.944
C 1.081 3.180 1.996
N 0.393 -0.095 -2.739
C 0.516 2.070 1.367
H 2.162 -0.159 -3.896
C 0.828 3.023 -0.696
C -1.634 -3.723 2.451
C -0.037 0.937 2.135
N -1.111 -1.073 2.018
C 1.392 4.167 -0.151
C -0.001 1.024 -3.583
H -1.259 -4.288 4.505
H -0.591 -3.473 2.238
H 3.761 0.100 -2.159
C 2.717 0.240 -1.847
O -1.695 1.481 -1.934
N 0.421 1.991 0.029
H -0.170 -1.776 -3.938
H 1.161 3.212 3.071
H 1.951 -1.502 -2.784
H 0.689 2.939 -1.765
Co -0.768 0.212 -0.665
H 1.964 5.109 1.695
C 1.824 -0.421 -2.883
H -0.216 0.708 -4.614
S -2.959 -0.825 0.025
O 0.041 -1.713 -0.693
H -2.941 -3.850 4.175
O -1.576 2.777 -3.749
H 2.535 1.324 -1.822
H 1.087 0.711 3.952
H -1.705 -2.591 4.276
O -0.198 -3.489 -2.037
H 1.781 -0.866 -0.528
C 1.528 4.236 1.225
H -1.805 -4.744 2.104
C -0.177 -2.289 -1.822
H -0.565 0.083 3.998
H -0.268 1.833 4.068
C -0.413 -1.297 -2.979
H -1.471 -1.019 -2.990
N -2.479 -2.851 1.663
```

Löwdin atomic charge list, values in e, 5 entries: number 1, H, carries 0.101; number 2, O, carries -0.072; number 3, C, carries -0.030; number 4, H, carries 0.115; number 5, C, carries -0.676

# 4
ORCA calculation (ωB97M-V/def2-TZVPD) on a 2-piece molecular cluster, C9H21N2O2 overall in a non-equilibrium geometry.

Computed properties:
- Relative energy (zero: lowest compared OMol25 entry of this formula, charge and spin): 3.630 eV
- Orbital gap: 8.7 eV
- Multiplicity: 1
- Charge: +1

XYZ file:
```
34
C9H21N2O2 | OMol25 | ωB97M-V/def2-TZVPD
H 1.333 -1.452 1.755
H -1.043 -2.452 1.272
H -1.440 1.304 1.529
H -3.199 2.530 -1.715
C 2.772 0.802 1.134
C -1.493 0.055 0.083
C -1.726 1.227 -0.786
H -1.337 2.090 -0.128
H -3.717 1.755 -0.208
C -1.994 -2.437 0.719
N 1.450 -1.375 0.712
C 2.088 2.088 0.722
H 1.910 2.813 1.500
H -3.139 -0.984 -0.407
H 1.471 -1.332 -1.922
H 4.086 -0.792 -0.512
H 3.253 0.201 -1.662
C -3.184 1.608 -1.120
H -1.783 -1.535 -1.236
H 2.537 0.423 2.109
N 3.228 -0.591 -1.000
H 3.852 0.716 1.091
H -1.972 -3.352 0.098
C -2.079 -1.262 -0.180
H -1.223 1.144 -1.856
H -3.690 0.738 -1.650
H 1.531 -2.389 0.373
O -1.265 0.320 1.346
H 1.172 1.783 0.296
H 2.628 2.694 -0.106
C 2.285 -0.238 0.033
O 0.681 -1.185 -1.462
C 0.829 -0.476 -0.327
H -2.821 -2.440 1.503
```

Löwdin atomic charge list, values in e, 5 entries: number 1, H, carries 0.175; number 2, H, carries 0.063; number 3, H, carries 0.176; number 4, H, carries 0.090; number 5, C, carries -0.135

# 5
ORCA calculation (ωB97M-V/def2-TZVPD) on C41H34BCl2F4IN2OPSc as an isolated structure in a non-equilibrium geometry.

Computed properties:
- Relative energy (zero: lowest compared OMol25 entry of this formula, charge and spin): 1.954 eV
- Orbital gap: 7.0 eV
- Multiplicity: 1
- Charge: 0

XYZ file:
```
88
C41H34BCl2F4IN2OPSc | OMol25 | ωB97M-V/def2-TZVPD
H 3.926 0.441 -0.871
H -4.156 3.665 1.915
F -1.774 -0.302 1.024
H -2.529 1.081 -3.822
C -0.519 4.571 1.023
H -1.528 -4.610 3.351
C 4.095 -4.040 1.033
C 3.359 -4.286 -0.116
C -1.604 -4.496 2.278
C -3.145 3.939 1.658
H -3.186 5.822 2.688
C 0.494 0.427 2.773
F -3.180 -1.439 2.473
C -2.971 -6.253 -0.660
C -2.597 5.133 2.098
H 3.158 -1.808 4.251
C -2.298 -5.293 0.124
H -3.575 -6.860 -2.617
C -3.102 0.326 -3.285
H 3.719 -1.133 -1.621
C -1.120 -3.097 0.304
H 5.254 3.729 0.165
C -1.697 -4.143 -0.482
C 3.441 3.129 1.139
H -2.827 2.143 0.558
C 3.618 -3.105 1.935
C -0.215 2.036 -3.215
C -1.112 -3.328 1.676
H -2.611 -6.356 1.958
P -0.185 2.122 -0.436
B -3.008 -0.193 1.989
H 0.594 1.593 4.561
H -1.491 4.632 -1.464
C 1.945 -0.091 4.586
O 0.901 -0.344 -1.354
H -3.431 -7.088 -0.150
C -1.287 5.447 1.769
C 4.219 3.447 0.037
C 1.973 -0.422 -0.696
C -2.199 -5.460 1.517
C -1.064 3.367 0.587
C 0.981 0.737 4.032
C -1.479 4.466 -3.592
H -0.728 -2.571 2.356
C -0.578 2.801 -2.107
C 2.119 2.765 0.970
C -0.480 2.487 -4.498
C -2.386 3.066 0.901
C 2.338 3.035 -1.399
N 1.714 -2.677 0.551
Cl -4.775 0.879 -3.161
H 2.325 0.086 5.582
H -2.376 -5.010 -3.729
C -1.211 4.021 -2.308
Cl -2.386 0.130 -1.671
I -0.628 -2.639 -2.963
F -2.608 0.696 2.933
C -1.117 3.702 -4.689
C -3.041 -6.137 -2.018
H -0.296 1.035 2.347
H -3.087 -0.636 -3.796
C -2.380 -5.076 -2.652
C -1.739 -4.142 -1.891
Sc -0.260 -1.037 -0.017
C 1.904 -1.373 2.549
H 3.868 3.168 2.131
C 1.548 2.719 -0.299
H 0.500 4.835 0.778
H 1.920 3.004 -2.393
H 1.551 -3.809 -1.154
C 2.421 -2.434 1.669
F -4.019 0.252 1.214
C 2.411 -1.154 3.832
H 4.183 -2.896 2.829
C 2.171 -3.598 -0.292
H -1.332 4.051 -5.688
H -0.185 1.887 -5.348
C 3.249 -0.161 -1.471
N 0.925 -0.596 2.042
H 1.510 2.535 1.833
H 4.262 3.651 -2.092
H 3.079 0.314 -2.439
H 0.277 1.082 -3.069
H 5.017 -4.570 1.225
C 3.662 3.401 -1.228
H -1.969 5.416 -3.735
H 3.695 -4.995 -0.856
H -0.860 6.384 2.096
```

Löwdin atomic charge list, values in e, 5 entries: number 1, H, carries 0.066; number 2, H, carries 0.113; number 3, F, carries -0.139; number 4, H, carries 0.009; number 5, C, carries -0.095